The following is a quantum chemistry calculation of 2 unconnected molecules or ions with the total composition C6H11NO, from the OMol25 dataset.

ORCA input file:
```
! RIJCOSX wB97M-V def2-TZVPD def2/J DEFGRID3
* xyz 0 1
C -0.7079 -1.5352 -1.7039
C -1.1547 -1.2866 -0.2506
C -0.1584 -0.5026 0.5710
C 1.1720 -0.8059 0.6641
N 1.7998 0.2301 1.2977
C 0.8834 1.2019 1.5877
C -0.3406 0.8035 1.1485
H -1.5959 -1.5276 -2.3252
H -0.0749 -0.7297 -2.0503
H -0.2365 -2.5032 -1.7969
H -2.0986 -0.7364 -0.2283
H -1.3253 -2.2363 0.2591
H 1.6098 -1.7373 0.3347
H 2.7682 0.2992 1.5780
H 1.2049 2.0753 2.1173
H -1.3234 1.2568 1.1495
H -1.8785 1.5647 -2.0062
H -0.5096 1.9792 -1.3233
O -0.9308 1.6836 -2.1483
*
```

E_HOMO (eV): -8.251
Relative energy (zero: lowest compared OMol25 entry of this formula, charge and spin) (eV): 0.8079
LUMO energy (eV): 0.91

natural (NBO) population analysis, charges in e, atoms 1 to 2: number 1, C, carries -0.61; number 2, C, carries -0.41

---

The following is a quantum chemistry calculation of 2 unconnected molecules or ions with the total composition C6H8N2O2, from the OMol25 dataset.

ORCA input file:
```
! RIJCOSX wB97M-V def2-TZVPD def2/J DEFGRID3
* xyz 0 1
C -1.6706 -0.6144 -0.3625
C -1.5724 0.8760 -0.2818
C -0.4756 1.5533 -0.5256
C 0.5755 -0.6784 -1.0329
C 0.8980 0.4168 1.0242
C 1.1261 -0.8103 1.4571
H -0.4501 -2.3990 -0.8357
H -2.3245 1.4048 0.3051
H -0.4658 2.6073 -0.3124
H 1.4115 1.2405 -1.6173
H -0.0643 0.7920 0.8899
H 1.7250 1.0328 0.8035
H 0.1271 -1.1594 1.9306
H 2.0058 -1.3162 1.6431
N -0.4247 -1.3349 -0.4177
N 0.5809 0.7536 -1.0956
O -2.6910 -1.2074 -0.1547
O 1.6893 -1.1571 -1.4175
*
```

E_HOMO (eV): -8.721
Relative energy (zero: lowest compared OMol25 entry of this formula, charge and spin) (eV): 5.1541
LUMO energy (eV): 0.05

natural (NBO) population analysis, charges in e, atoms 1 to 2: number 1, C, carries 0.65; number 2, C, carries -0.39

---

Question: Which formula does entry 1 have?
Answer: C6H11NO

---

Question: Which of these has the highest E_HOMO?
Answer: C6H11NO